{"formula": "C6H9N", "method": "wB97M-V/def2-TZVPD", "total_energy_ha": -288.7586, "charge": 0, "relative_energy_kcal_mol": 14.70, "spin_multiplicity": 1, "gap_ev": 8.8, "homo_ha": -0.28365, "fmax_ha_per_bohr": 0.0092, "smiles": "Cc1cc[nH]c1C", "elements": ["C", "C", "C", "C", "N", "C", "C", "H", "H", "H", "H", "H", "H", "H", "H", "H"], "positions_angstrom": [[-0.940442, -1.801290, 0.378938], [0.092144, -0.713842, 0.265676], [1.458135, -0.879900, -0.111198], [2.029862, 0.367460, -0.186796], [1.073393, 1.273610, 0.157810], [-0.133124, 0.646248, 0.353178], [-1.304082, 1.410558, -0.183800], [-0.526346, -2.760468, 0.049574], [-1.819794, -1.587492, -0.241786], [-1.299638, -1.936858, 1.407632], [1.927886, -1.817134, -0.379042], [2.976612, 0.718552, -0.564970], [1.182448, 2.273783, 0.194398], [-2.253259, 0.879158, -0.095510], [-1.065621, 1.499576, -1.254162], [-1.398171, 2.428038, 0.210056]], "forces_ev_per_a": [[0.0, 0.0, -0.1], [0.0, 0.1, -0.2], [0.1, -0.1, 0.1], [0.0, 0.0, 0.0], [0.0, 0.1, -0.2], [0.0, -0.1, -0.3], [-0.2, 0.0, 0.1], [-0.1, 0.2, 0.0], [0.1, 0.0, 0.1], [0.1, 0.1, -0.2], [0.0, 0.1, 0.2], [0.2, -0.2, 0.4], [0.1, -0.1, -0.2], [0.1, 0.1, 0.2], [-0.4, 0.1, 0.1], [-0.1, -0.2, 0.1]], "nbo_charge": [-0.6293, -0.0698, -0.3099, -0.0665, -0.5041, 0.0924, -0.6343, 0.2154, 0.2095, 0.2180, 0.2186, 0.2099, 0.4049, 0.2236, 0.2111, 0.2105]}

{"formula": "C24H13BrN5O5RuS2", "method": "wB97M-V/def2-TZVPD", "total_energy_ha": -5037.7333, "charge": -2, "relative_energy_kcal_mol": 60.07, "spin_multiplicity": 2, "gap_ev": [6.4, 6.4], "homo_ha": [-0.09345, -0.09434], "fmax_ha_per_bohr": 0.0734, "elements": ["Ru", "O", "C", "C", "C", "C", "C", "C", "C", "O", "N", "N", "C", "C", "C", "C", "C", "C", "C", "O", "H", "H", "H", "H", "H", "H", "H", "H", "H", "H", "S", "C", "S", "C", "C", "N", "C", "N", "Br", "C", "C", "N", "C", "C", "C", "C", "O", "O", "H", "H", "H"], "positions_angstrom": [[-0.807631, 0.097299, -0.255993], [0.272860, 0.694231, -4.795765], [1.554305, 1.068146, -4.667996], [2.308661, 1.266258, -5.823262], [3.651737, 1.579608, -5.736956], [4.255128, 1.746394, -4.499023], [3.501339, 1.613383, -3.346739], [2.157314, 1.263352, -3.410450], [1.339681, 1.041311, -2.193240], [0.376663, 0.202439, -2.273064], [1.665083, 1.725490, -1.132829], [0.885913, 1.617247, -0.048044], [1.453564, 1.854097, 1.095636], [0.864741, 1.819840, 2.391203], [1.646954, 2.215184, 3.483510], [1.206800, 2.101598, 4.781716], [-0.056174, 1.561317, 5.027631], [-0.856553, 1.160055, 3.987394], [-0.455005, 1.305337, 2.634396], [-1.272289, 0.981230, 1.708843], [-0.044272, 0.455721, -3.883667], [1.815336, 1.138696, -6.776877], [4.231056, 1.679297, -6.644783], [5.313034, 1.963734, -4.437950], [3.948927, 1.761190, -2.376102], [2.529941, 2.045044, 1.069179], [2.633149, 2.618868, 3.286425], [1.832882, 2.422251, 5.605575], [-0.401410, 1.441626, 6.046939], [-1.833960, 0.732727, 4.167499], [-3.277741, -0.627379, -0.242824], [-3.720295, 0.647922, -1.308043], [-2.446680, 1.679941, -1.788956], [-5.037967, 0.777420, -1.740741], [-5.497655, 1.813732, -2.554036], [-5.970100, 2.638982, -3.207737], [-6.012653, -0.161325, -1.382608], [-6.852037, -0.911062, -1.128388], [-3.193126, -5.228257, 3.744067], [-1.485618, -4.627491, 3.146114], [-0.351089, -5.208137, 3.688326], [0.868924, -4.849092, 3.325200], [0.992797, -3.880972, 2.429473], [-0.088849, -3.242806, 1.835197], [-1.377158, -3.632789, 2.194550], [0.088108, -2.141637, 0.814965], [0.895413, -1.230314, 1.071326], [-0.599875, -2.247568, -0.224079], [-0.420559, -5.990035, 4.433010], [2.003763, -3.597047, 2.170056], [-2.235379, -3.155052, 1.741923]], "forces_ev_per_a": [[-0.6, 3.7, -0.5], [-0.1, 0.0, 0.0], [0.2, 0.0, 0.2], [-0.1, 0.0, -0.1], [-0.1, 0.0, 0.0], [0.2, 0.1, 0.0], [-0.1, -0.1, -0.1], [-0.1, -0.2, -0.2], [-0.1, 0.3, 1.2], [-1.2, -0.7, 0.6], [1.6, 0.9, -1.2], [-1.1, -2.1, 1.2], [0.1, 0.0, -1.3], [-0.7, -0.5, 0.7], [0.0, -0.1, -0.1], [0.2, 0.2, 0.3], [0.0, -0.1, -0.1], [-0.1, 0.2, 0.1], [0.8, 0.1, -0.1], [-0.8, -1.2, -1.5], [0.0, -0.1, -0.2], [0.0, 0.0, -0.1], [0.1, 0.0, -0.1], [0.0, 0.1, 0.0], [0.0, 0.0, 0.1], [-0.1, 0.4, -0.2], [0.1, 0.0, 0.0], [0.0, 0.0, 0.0], [0.0, 0.0, 0.1], [0.0, 0.0, 0.0], [1.4, 0.3, -0.2], [-0.2, -0.3, 0.2], [1.2, -1.0, 1.3], [0.7, -0.1, 0.3], [-0.2, 0.7, -0.5], [0.0, 0.2, -0.2], [-0.5, -0.5, 0.2], [-0.1, -0.1, 0.1], [0.1, 0.1, -0.1], [-0.2, 0.0, 0.1], [-0.2, -0.1, 0.0], [0.3, -0.2, 0.2], [-0.1, 0.3, -0.1], [-0.1, -0.1, 0.0], [0.3, 0.0, 0.0], [0.5, -0.9, 0.2], [-0.4, 0.5, 0.1], [-0.4, 0.4, -0.1], [-0.1, 0.0, 0.0], [0.0, 0.1, -0.1], [0.0, 0.0, 0.0]], "nbo_charge": [1.0444, -0.6841, 0.3414, -0.2915, -0.2019, -0.2857, -0.1641, -0.1207, 0.5471, -0.7357, -0.4476, -0.2846, 0.1521, -0.2396, -0.1431, -0.3194, -0.2047, -0.2559, 0.4177, -0.6888, 0.5247, 0.2091, 0.1928, 0.1942, 0.2247, 0.1709, 0.1904, 0.1905, 0.1914, 0.2062, -0.0278, -0.2138, -0.0257, -0.5232, 0.3316, -0.4181, 0.3326, -0.4153, 0.0242, -0.1218, -0.0132, -0.4202, 0.0487, -0.1331, -0.1660, 0.7382, -0.6860, -0.6885, 0.1877, 0.2021, 0.2571]}

{"formula": "C27H44BrCaNOP2S", "method": "wB97M-V/def2-TZVPD", "total_energy_ha": -5517.1600, "charge": 2, "relative_energy_kcal_mol": 19.27, "spin_multiplicity": 1, "gap_ev": 4.2, "homo_ha": -0.43356, "fmax_ha_per_bohr": 0.0911, "elements": ["C", "C", "C", "C", "N", "C", "C", "C", "C", "C", "C", "C", "C", "C", "Ca", "P", "H", "H", "H", "H", "H", "H", "H", "H", "C", "C", "H", "H", "H", "H", "H", "C", "C", "H", "H", "H", "H", "H", "C", "C", "H", "H", "H", "H", "H", "Br", "P", "C", "C", "H", "H", "H", "H", "H", "C", "C", "H", "H", "H", "H", "H", "C", "C", "H", "H", "H", "H", "H", "C", "S", "C", "O", "H", "H", "H", "H", "H", "H"], "positions_angstrom": [[-3.537272, -5.445506, 1.973207], [-3.295685, -4.558438, 0.913205], [-4.372969, -4.230726, 0.077496], [-5.659135, -4.642569, 0.434973], [-5.897655, -5.415914, 1.492100], [-4.867719, -5.815790, 2.238087], [-2.046511, -3.799731, 0.773289], [-1.577027, -2.661225, 1.063940], [-1.302864, -1.278302, 1.323531], [-0.641286, -0.883187, 2.502466], [-0.072176, 0.382504, 2.567505], [-0.211341, 1.271221, 1.476360], [-1.132234, 0.968004, 0.453692], [-1.703366, -0.297116, 0.384049], [-0.041925, -3.352171, -0.447136], [0.782627, 2.796420, 1.476609], [-4.237928, -3.594010, -0.796270], [-2.745954, -5.809423, 2.625587], [-6.525555, -4.332508, -0.150534], [-5.114620, -6.453209, 3.089742], [-2.404478, -0.578310, -0.402736], [-0.543799, -1.604866, 3.320716], [-1.315386, 1.667102, -0.356029], [0.579753, 0.631937, 3.404727], [2.348569, 2.587317, 0.611687], [2.864331, 3.797529, -0.161064], [2.195795, 1.747179, -0.101138], [3.083811, 2.228533, 1.346226], [3.908482, 3.620702, -0.462878], [2.280227, 3.961029, -1.083129], [2.845532, 4.709985, 0.457817], [-0.290575, 4.033829, 0.762259], [-1.711699, 4.031037, 1.332440], [-0.299396, 3.846397, -0.323996], [0.205135, 5.000171, 0.938572], [-2.274868, 4.856877, 0.889423], [-2.250712, 3.104528, 1.108444], [-1.720340, 4.165055, 2.420923], [1.159780, 3.160565, 3.190897], [1.610344, 4.592902, 3.457490], [1.944643, 2.451446, 3.492665], [0.260886, 2.918343, 3.774018], [1.752462, 4.724623, 4.536073], [2.562459, 4.824969, 2.964619], [0.858400, 5.321473, 3.132400], [1.444006, -0.307844, -0.609374], [0.222403, 0.214152, -4.108845], [0.184324, 1.715583, -3.040679], [0.439925, 3.032262, -3.781946], [0.933859, 1.529433, -2.253479], [-0.797725, 1.748771, -2.546247], [0.371838, 3.884442, -3.090950], [1.431414, 3.058486, -4.250478], [-0.314105, 3.181641, -4.564175], [1.938880, -0.418304, -3.968841], [2.485942, -0.909451, -5.316207], [1.937343, -1.212059, -3.211085], [2.559974, 0.412321, -3.600742], [3.519936, -1.248207, -5.195722], [1.896399, -1.745955, -5.701806], [2.476562, -0.094813, -6.048845], [-0.988518, -0.929535, -3.380605], [-2.348971, -0.743505, -4.070959], [-1.036681, -0.727047, -2.301707], [-0.599441, -1.944189, -3.556766], [-3.028548, -1.559113, -3.806558], [-2.832189, 0.197041, -3.780426], [-2.240892, -0.742036, -5.163487], [2.689319, -1.626254, 2.294484], [2.923470, -3.234758, 1.555741], [3.374715, -4.028078, 3.111737], [1.494739, -3.689623, 1.178415], [3.659060, -1.312477, 2.713946], [1.911824, -1.674822, 3.072356], [2.391744, -0.941157, 1.474242], [2.528242, -4.009341, 3.806480], [3.694040, -5.049108, 2.893953], [4.228354, -3.475133, 3.526252]], "forces_ev_per_a": [[-0.1, 0.1, 0.1], [-0.7, -1.0, 0.0], [0.0, 0.4, 0.0], [0.5, -0.3, 0.0], [0.1, 0.1, 0.1], [0.3, 0.1, -0.5], [0.0, 3.9, 1.9], [-3.9, -2.4, 0.9], [0.1, 0.1, 0.0], [0.4, -0.2, -0.1], [-0.1, 0.0, -0.6], [-0.3, -0.7, 0.6], [0.1, -0.2, 0.3], [0.3, -0.1, 0.2], [3.5, 0.6, -1.6], [-0.2, -0.4, 0.0], [0.0, -0.1, 0.2], [-0.1, 0.2, -0.1], [0.2, -0.1, 0.1], [0.2, 0.1, -0.3], [0.4, 0.2, 0.0], [0.2, 0.3, -0.4], [0.0, -0.1, 0.2], [-0.4, 0.0, -0.1], [0.1, -0.6, -0.8], [0.1, 0.6, 0.0], [0.1, 0.6, 0.6], [-0.3, 0.1, 0.0], [-0.4, 0.0, 0.1], [0.2, 0.0, 0.4], [0.1, -0.2, -0.4], [0.1, 0.3, -0.3], [-0.2, 0.1, 0.2], [0.1, 0.2, 0.2], [-0.2, -0.2, -0.2], [0.1, -0.1, 0.1], [0.1, 0.3, 0.1], [0.0, 0.0, -0.2], [-0.2, -0.2, 0.5], [0.1, 0.3, 0.1], [-0.2, 0.1, 0.0], [0.2, 0.1, 0.0], [0.0, 0.0, -0.3], [-0.2, 0.0, 0.1], [0.2, -0.1, 0.1], [0.0, -2.0, -0.4], [0.0, 1.3, -2.0], [0.3, -0.1, 0.6], [-0.2, -0.1, -0.1], [-0.3, 0.4, -0.2], [0.1, 0.0, -0.1], [0.1, -0.1, -0.1], [-0.2, -0.1, 0.1], [0.2, 0.0, 0.1], [0.0, -0.3, 0.2], [0.0, 0.1, 0.2], [0.4, 0.1, -0.1], [-0.2, -0.3, 0.1], [-0.1, 0.0, -0.1], [0.0, 0.1, -0.1], [-0.1, -0.2, 0.1], [0.0, -0.2, 0.4], [-0.1, -0.3, 0.1], [-0.1, -0.3, 0.1], [-0.1, 0.0, 0.0], [-0.1, 0.1, 0.0], [0.2, -0.1, -0.1], [0.0, 0.0, 0.3], [0.1, 0.6, -0.2], [-0.2, 0.4, 0.5], [0.0, -0.5, -0.2], [0.1, 0.0, -0.2], [-0.4, -0.1, -0.1], [0.4, -0.2, -0.3], [0.2, -0.4, 0.6], [0.1, 0.0, -0.2], [-0.1, 0.1, 0.1], [-0.2, -0.1, -0.2]], "mulliken_charge": [-0.3158, 0.4480, -0.4079, -0.4103, -0.5116, -0.3805, -1.0564, 0.2441, 0.8599, -1.4524, -0.9447, 0.6599, -0.6480, -0.7121, 1.4323, 1.6499, 0.4761, 0.4180, 0.3790, 0.3874, 0.7165, 0.5667, 0.5672, 0.3765, 0.4709, -1.2928, -0.5598, 0.5598, 0.4423, 0.2363, 0.3121, -0.6952, -1.2505, 0.2848, 0.6575, 0.4222, 0.3143, 0.3584, -0.9088, -1.2976, 0.4756, 0.5000, 0.4020, 0.3296, 0.3497, -0.6237, -0.2486, 1.3214, -1.4629, -0.7987, -0.0123, 0.3646, 0.3365, 0.4249, -0.0092, -1.3253, 0.0871, 0.2671, 0.3942, 0.3304, 0.3518, 1.0301, -1.4303, -0.8300, 0.2874, 0.3932, 0.3303, 0.4181, -0.0974, 0.4098, -0.9962, -0.6898, 0.5027, 0.2351, -0.5277, 0.3211, 0.3766, 0.4169]}